1.
The following is a DFT calculation (ωB97M-V with the def2-TZVPD basis set) of C34H35AuBrN6P2 as an isolated structure.

Each line ends with the Löwdin charge.
Atoms and positions in Å:
1 Au 0.767 -0.202 -0.637  0.92
2 N -1.936 -0.445 -1.729  -0.27
3 P -0.593 0.250 -2.469  0.87
4 C -0.654 2.018 -2.320  -0.38
5 C 0.548 2.735 -2.297  -0.11
6 C 0.514 4.117 -2.235  -0.04
7 C -0.708 4.777 -2.197  -0.02
8 C -1.901 4.064 -2.217  -0.03
9 C -1.883 2.681 -2.274  -0.07
10 C -0.371 -0.334 -4.100  -0.38
11 C 0.204 0.503 -5.065  -0.05
12 C 0.391 0.017 -6.347  -0.03
13 C 0.008 -1.281 -6.662  -0.01
14 C -0.566 -2.111 -5.703  -0.03
15 C -0.751 -1.646 -4.416  -0.10
16 P -1.345 -1.075 -0.286  0.87
17 C -1.192 -2.835 -0.366  -0.38
18 C -0.095 -3.474 0.221  -0.10
19 C -0.025 -4.856 0.205  -0.04
20 C -1.043 -5.592 -0.390  -0.02
21 C -2.133 -4.958 -0.974  -0.03
22 C -2.214 -3.576 -0.968  -0.07
23 C -2.197 -0.495 1.135  -0.35
24 C -2.611 0.843 1.196  -0.07
25 C -3.292 1.289 2.312  -0.04
26 C -3.553 0.410 3.361  -0.02
27 C -3.130 -0.912 3.307  -0.05
28 C -2.446 -1.374 2.195  -0.06
29 H -2.847 -0.593 -2.150  0.11
30 H 1.503 2.220 -2.336  0.09
31 H 1.436 4.682 -2.218  0.12
32 H -0.731 5.857 -2.154  0.13
33 H -2.846 4.589 -2.196  0.13
34 H -2.817 2.132 -2.296  0.11
35 H 0.478 1.522 -4.829  0.11
36 H 0.821 0.655 -7.106  0.13
37 H 0.151 -1.649 -7.670  0.13
38 H -0.870 -3.115 -5.966  0.13
39 H -1.183 -2.296 -3.664  0.10
40 H 0.698 -2.898 0.686  0.09
41 H 0.817 -5.364 0.653  0.13
42 H -0.986 -6.672 -0.399  0.13
43 H -2.921 -5.542 -1.429  0.13
44 H -3.072 -3.088 -1.415  0.12
45 H -2.409 1.522 0.375  0.10
46 H -3.634 2.313 2.366  0.13
47 H -4.101 0.761 4.226  0.13
48 H -3.350 -1.587 4.123  0.13
49 H -2.145 -2.413 2.136  0.11
50 C -0.459 2.264 5.450  -0.06
51 C 0.469 1.091 5.739  -0.40
52 C -0.241 -0.247 5.574  -0.06
53 C 1.755 1.145 4.917  -0.07
54 N 1.509 1.002 3.466  -0.06
55 C 1.470 -0.092 2.711  -0.08
56 N 1.182 0.292 1.482  -0.11
57 N 1.036 1.639 1.514  -0.01
58 N 1.232 2.060 2.698  0.12
59 H -1.323 2.226 6.113  0.09
60 H -0.829 2.240 4.421  0.06
61 H 0.037 3.221 5.606  0.09
62 H 0.817 1.169 6.774  0.15
63 H -0.616 -0.372 4.554  0.05
64 H -1.102 -0.299 6.240  0.09
65 H 0.409 -1.091 5.816  0.09
66 H 2.433 0.337 5.190  0.14
67 H 2.273 2.095 5.033  0.14
68 H 1.653 -1.095 3.056  0.15
69 Br 2.529 -1.978 -2.839  0.86
70 C 3.491 -0.609 -1.980  -0.72
71 C 4.825 -0.461 -2.316  -0.07
72 C 5.583 0.472 -1.626  0.01
73 C 4.983 1.213 -0.619  -0.01
74 C 3.647 1.011 -0.354  -0.12
75 N 2.891 0.119 -1.022  -0.12
76 H 5.259 -1.076 -3.090  0.12
77 H 6.629 0.607 -1.870  0.14
78 H 5.533 1.947 -0.049  0.13
79 H 3.141 1.599 0.394  0.09

Values from the calculation:
- Relative energy (zero: lowest compared OMol25 entry of this formula, charge and spin): 10.6 kcal per mole
- HOMO-LUMO gap: 7.20 eV
- Charge: +3

2.
The following is a DFT calculation (ωB97M-V with the def2-TZVPD basis set) of C34H35BLaN6O3 as an isolated structure.

Each line ends with the Löwdin charge.
Atoms and positions in Å:
1 La 0.005 -0.155 0.038  2.16
2 C -4.383 3.394 1.376  -0.01
3 C -3.507 2.683 0.399  -0.25
4 C -3.571 2.697 -0.985  0.05
5 C -2.533 1.868 -1.410  -0.23
6 N -1.888 1.380 -0.353  -0.08
7 N -2.483 1.889 0.774  0.03
8 B -2.069 1.479 2.234  -0.46
9 N -0.550 1.829 2.497  0.02
10 N 0.367 1.853 1.479  -0.08
11 C 1.446 2.487 1.929  -0.24
12 C 1.271 2.839 3.268  0.05
13 C -0.011 2.420 3.586  -0.25
14 C -0.754 2.562 4.871  0.00
15 C 2.552 2.791 1.004  -0.18
16 C 3.869 2.778 1.456  -0.02
17 C 4.917 2.997 0.574  -0.06
18 C 4.657 3.239 -0.771  -0.07
19 C 3.343 3.284 -1.223  -0.07
20 C 2.295 3.067 -0.336  -0.06
21 N -2.350 -0.036 2.446  0.02
22 N -1.787 -0.936 1.587  -0.07
23 C -2.358 -2.120 1.821  -0.24
24 C -3.271 -2.005 2.866  0.05
25 C -3.249 -0.664 3.224  -0.25
26 C -4.058 0.043 4.260  0.00
27 C -2.048 -3.276 0.956  -0.17
28 C -1.958 -4.561 1.490  -0.02
29 C -1.688 -5.641 0.667  -0.06
30 C -1.507 -5.456 -0.700  -0.06
31 C -1.601 -4.185 -1.244  -0.06
32 C -1.877 -3.109 -0.415  -0.07
33 C -2.104 1.535 -2.794  -0.15
34 C -0.998 0.734 -3.094  -0.06
35 C -0.613 0.454 -4.393  -0.06
36 C -1.347 0.979 -5.448  -0.07
37 C -2.452 1.771 -5.178  -0.06
38 C -2.824 2.046 -3.870  -0.02
39 H -5.099 4.009 0.835  0.09
40 H -3.805 4.040 2.036  0.09
41 H -4.938 2.691 1.997  0.08
42 H -4.277 3.247 -1.582  0.12
43 H -2.734 2.097 3.010  0.11
44 H 1.952 3.373 3.909  0.12
45 H -0.126 3.063 5.605  0.09
46 H -1.037 1.590 5.276  0.09
47 H -1.664 3.149 4.739  0.08
48 H 4.077 2.563 2.498  0.12
49 H 5.937 2.973 0.936  0.11
50 H 5.473 3.411 -1.460  0.11
51 H 3.136 3.501 -2.263  0.11
52 H 1.270 3.139 -0.682  0.12
53 H -3.903 -2.775 3.276  0.12
54 H -4.699 -0.674 4.769  0.09
55 H -4.692 0.811 3.818  0.08
56 H -3.424 0.524 5.005  0.08
57 H -2.085 -4.708 2.556  0.12
58 H -1.613 -6.634 1.091  0.11
59 H -1.291 -6.303 -1.337  0.11
60 H -1.454 -4.030 -2.304  0.12
61 H -2.005 -2.129 -0.870  0.09
62 H -0.367 0.280 -2.339  0.02
63 H 0.247 -0.177 -4.574  0.12
64 H -1.060 0.767 -6.469  0.11
65 H -3.033 2.182 -5.993  0.11
66 H -3.692 2.668 -3.690  0.11
67 C 4.457 -1.191 -1.360  0.00
68 C 3.202 -1.251 -0.520  -0.51
69 C 3.478 -1.661 0.917  0.01
70 O 2.540 0.053 -0.499  -0.16
71 C 2.194 -2.237 -1.135  -0.56
72 O 2.540 -3.270 -1.638  0.13
73 O 0.929 -1.842 -0.999  -0.33
74 H 5.218 -0.576 -0.874  0.10
75 H 4.246 -0.782 -2.349  0.10
76 H 4.843 -2.200 -1.489  0.10
77 H 4.188 -0.970 1.375  0.10
78 H 3.890 -2.670 0.947  0.11
79 H 2.570 -1.665 1.528  0.08
80 H 3.164 0.774 -0.649  0.08

Values from the calculation:
- HOMO-LUMO gap: 8.69 eV
- Charge: +1

3.
The following is a DFT calculation (ωB97M-V with the def2-TZVPD basis set) of C34H35BrCdCl2N7O5S2 as an isolated structure.

Each line ends with the Löwdin charge.
Atoms and positions in Å:
1 Cd -0.058 0.139 -0.480  1.45
2 C -3.012 0.719 1.494  -0.09
3 N -2.559 1.129 0.166  -0.24
4 C -2.639 2.572 0.029  -0.11
5 C -3.196 0.360 -0.869  -0.26
6 C -4.203 0.876 -1.665  -0.06
7 C -4.710 0.146 -2.732  -0.12
8 C -4.170 -1.100 -3.010  -0.11
9 C -3.175 -1.639 -2.208  -0.04
10 C -2.693 -0.952 -1.088  -0.28
11 N -1.679 -1.334 -0.237  -0.05
12 C -1.333 -2.630 0.037  -0.24
13 C -2.150 -3.751 -0.217  -0.04
14 C -1.779 -5.032 0.148  -0.11
15 C -0.587 -5.269 0.814  -0.12
16 C 0.203 -4.177 1.144  -0.07
17 C -0.138 -2.890 0.769  -0.21
18 N 0.606 -1.750 1.261  -0.18
19 C 2.040 -1.828 1.397  -0.10
20 C -0.021 -1.240 2.489  -0.06
21 H -4.055 1.024 1.660  0.09
22 H -2.937 -0.361 1.583  0.07
23 H -2.380 1.186 2.254  0.05
24 H -3.641 2.968 0.258  0.09
25 H -1.927 3.026 0.720  0.06
26 H -2.366 2.842 -0.986  0.04
27 H -4.579 1.873 -1.469  0.10
28 H -5.489 0.564 -3.357  0.09
29 H -4.508 -1.658 -3.875  0.09
30 H -2.723 -2.583 -2.480  0.10
31 H -3.111 -3.604 -0.688  0.09
32 H -2.446 -5.854 -0.084  0.09
33 H -0.286 -6.271 1.089  0.09
34 H 1.114 -4.335 1.708  0.10
35 H 2.443 -2.823 1.590  0.12
36 H 1.986 -1.120 -0.498  0.07
37 H 2.351 -1.145 2.184  0.14
38 H -0.002 -1.993 3.287  0.10
39 H 0.495 -0.335 2.806  0.05
40 H -1.058 -0.991 2.272  0.06
41 Br 2.752 -3.648 -1.395  0.80
42 C 3.660 -2.273 -0.482  -0.69
43 C 5.002 -2.232 -0.320  -0.17
44 C 5.657 -1.154 0.294  -0.14
45 C 4.857 -0.052 0.564  -0.06
46 C 3.495 -0.015 0.423  -0.16
47 N 2.772 -1.299 0.150  -0.04
48 C 2.715 1.221 0.622  -0.66
49 O 3.307 2.270 0.865  0.00
50 O 1.407 1.151 0.614  -0.29
51 H 5.563 -3.060 -0.739  0.10
52 H 6.729 -1.132 0.399  0.07
53 H 5.284 0.897 0.864  0.12
54 O 4.791 0.237 -3.158  -0.28
55 S 3.478 0.695 -3.504  0.63
56 O 3.333 2.109 -3.806  -0.33
57 N 2.341 0.271 -2.439  -0.05
58 C 1.524 -0.654 -2.930  -0.62
59 O 0.593 -1.178 -2.281  -0.15
60 C 1.793 -1.016 -4.359  -0.14
61 C 1.105 -1.901 -5.167  0.00
62 C 1.519 -2.028 -6.487  -0.07
63 C 2.590 -1.282 -6.974  -0.08
64 C 3.280 -0.394 -6.157  -0.04
65 C 2.855 -0.285 -4.849  -0.20
66 H 0.272 -2.462 -4.766  0.12
67 H 1.003 -2.710 -7.149  0.10
68 H 2.886 -1.395 -8.010  0.10
69 H 4.114 0.183 -6.532  0.12
70 C -2.224 4.459 -3.326  -0.04
71 N -0.842 4.280 -2.937  -0.13
72 C 0.054 5.291 -2.631  -0.06
73 C 1.240 4.701 -2.372  -0.06
74 N 1.055 3.350 -2.508  0.09
75 C -0.219 3.074 -2.859  -0.77
76 S -0.889 1.547 -3.146  0.67
77 H -2.345 5.461 -3.733  0.09
78 H -2.896 4.330 -2.479  0.08
79 H -2.476 3.714 -4.079  0.07
80 H -0.233 6.326 -2.630  0.11
81 H 2.191 5.118 -2.097  0.12
82 H 1.799 2.652 -2.539  0.10
83 Cl 0.250 3.154 5.720  0.49
84 C -0.767 2.592 4.370  -1.03
85 Cl 0.107 2.468 2.849  0.61
86 H -1.580 3.301 4.266  0.02
87 H -1.146 1.612 4.642  0.02

Values from the calculation:
- Relative energy (zero: lowest compared OMol25 entry of this formula, charge and spin): 47.5 kcal per mole
- HOMO-LUMO gap: 5.81 eV
- Charge: -1

4.
The following is a DFT calculation (ωB97M-V with the def2-TZVPD basis set) of C34H35BrF4N8PPdS as an isolated structure.

Each line ends with the Löwdin charge.
Atoms and positions in Å:
1 Pd 0.065 0.133 -0.731  0.61
2 C -4.890 -2.730 2.492  -0.05
3 C -3.916 -1.559 2.556  -0.24
4 N -2.567 -1.998 2.296  0.03
5 C -1.723 -1.553 1.381  -0.70
6 S -2.209 -0.292 0.270  0.80
7 N -0.523 -2.093 1.349  0.03
8 N 0.372 -1.734 0.467  -0.01
9 C 1.615 -2.127 0.594  -0.22
10 C 2.091 -2.910 1.761  0.01
11 C 2.534 -1.698 -0.446  -0.21
12 C 3.843 -2.186 -0.513  0.05
13 C 4.707 -1.679 -1.467  0.02
14 C 4.247 -0.710 -2.346  0.01
15 C 2.922 -0.306 -2.248  -0.13
16 N 2.091 -0.779 -1.328  0.03
17 H -5.845 -2.443 2.923  0.09
18 H -4.516 -3.579 3.059  0.09
19 H -5.049 -3.045 1.464  0.09
20 H -3.948 -1.126 3.562  0.12
21 H -4.176 -0.784 1.829  0.09
22 H -2.255 -2.792 2.846  0.17
23 H 1.326 -2.936 2.533  0.08
24 H 3.009 -2.479 2.159  0.11
25 H 2.312 -3.936 1.462  0.12
26 H 4.172 -2.946 0.175  0.13
27 H 5.725 -2.031 -1.519  0.14
28 H 4.896 -0.264 -3.082  0.13
29 H 2.524 0.445 -2.919  0.12
30 F -2.496 6.469 0.737  0.21
31 C -1.778 5.381 0.894  -0.10
32 C -1.348 4.981 2.164  -0.10
33 F -1.634 5.710 3.220  0.19
34 C -0.617 3.800 2.312  -0.19
35 F -0.198 3.449 3.525  0.13
36 C -0.304 2.982 1.225  -0.28
37 P 0.589 1.384 1.425  1.13
38 C 2.327 1.920 1.495  -0.34
39 C 2.941 2.327 2.680  -0.06
40 C 4.233 2.825 2.626  -0.02
41 C 4.912 2.919 1.420  -0.02
42 C 4.301 2.505 0.245  -0.04
43 C 3.012 2.007 0.282  -0.12
44 C 0.075 0.714 3.021  -0.37
45 C -1.233 0.895 3.476  -0.11
46 C -1.596 0.422 4.722  -0.04
47 C -0.683 -0.284 5.495  -0.01
48 C 0.598 -0.520 5.016  -0.03
49 C 0.981 -0.033 3.778  -0.09
50 C -0.689 3.438 -0.037  -0.52
51 Br -0.184 2.544 -1.631  1.03
52 C -1.416 4.607 -0.210  -0.23
53 F -1.764 4.965 -1.435  0.12
54 H 2.421 2.274 3.625  0.11
55 H 4.711 3.154 3.536  0.13
56 H 5.917 3.313 1.390  0.13
57 H 4.821 2.577 -0.697  0.12
58 H 2.523 1.684 -0.632  0.04
59 H -1.947 1.441 2.872  0.11
60 H -2.587 0.616 5.100  0.13
61 H -0.970 -0.647 6.469  0.13
62 H 1.304 -1.068 5.619  0.13
63 H 1.984 -0.198 3.413  0.11
64 C 0.134 -1.174 -3.971  -0.18
65 N -0.908 -0.660 -3.047  -0.09
66 C -1.861 -1.767 -2.795  -0.21
67 N -2.409 -2.269 -4.030  -0.09
68 C -1.354 -2.785 -4.891  -0.13
69 N -0.447 -1.689 -5.187  -0.08
70 C -1.146 -0.637 -5.909  -0.13
71 N -2.197 -0.162 -5.023  -0.08
72 C -1.645 0.383 -3.808  -0.21
73 C -3.141 -1.227 -4.735  -0.13
74 H 0.694 -1.973 -3.476  0.13
75 H 0.810 -0.355 -4.227  0.12
76 H -2.678 -1.398 -2.164  0.08
77 H -1.344 -2.580 -2.274  0.13
78 H -1.783 -3.186 -5.810  0.15
79 H -0.812 -3.581 -4.375  0.14
80 H -1.569 -1.032 -6.834  0.15
81 H -0.458 0.177 -6.151  0.14
82 H -2.449 0.783 -3.183  0.13
83 H -0.961 1.198 -4.062  0.10
84 H -3.562 -1.629 -5.657  0.15
85 H -3.953 -0.849 -4.109  0.14

Values from the calculation:
- Relative energy (zero: lowest compared OMol25 entry of this formula, charge and spin): 53.9 kcal per mole
- HOMO-LUMO gap (alpha / beta): 3.98 / 3.81 eV
- Charge: +3

| no. | M (g mol⁻¹) |
| --- | --- |
| 1 | 866.5 |
| 2 | 725.4 |
| 3 | 949.1 |
| 4 | 881.1 |